# 1
{"formula": "C28H39BrFeGeN3O5", "method": "ωB97M-V with the def2-TZVPD basis set", "e_above_lowest_kcal_mol": 0.0, "s2": 0.77, "orbital_gap_ev": [7.31, 7.31], "lumo_energy_ev": [-0.388, -0.384], "charge": 0, "spin_multiplicity": 2, "elements": ["H", "N", "O", "H", "H", "H", "C", "H", "Fe", "C", "H", "C", "C", "H", "C", "H", "H", "H", "H", "C", "H", "O", "O", "H", "H", "C", "H", "C", "H", "H", "H", "C", "C", "Br", "H", "C", "C", "H", "H", "C", "C", "C", "N", "H", "C", "C", "C", "H", "H", "C", "C", "H", "N", "C", "C", "H", "O", "H", "H", "H", "H", "H", "H", "H", "H", "C", "Ge", "H", "O", "C", "C", "H", "C", "H", "C", "H", "C", "H"], "coordinates": [[1.7554, -1.1023, 3.6015], [-1.9295, 4.9100, -3.4004], [2.5041, -1.5545, 1.0756], [-4.5082, 5.2431, -3.7331], [-1.6895, -1.1848, 2.5652], [-3.3361, 0.5997, -1.0370], [1.2820, 2.8884, -2.3323], [-2.3647, -2.7083, 0.7026], [0.6752, -0.7840, 0.5643], [2.2738, 1.2371, -0.8976], [-0.4144, -1.6580, 3.6897], [2.4006, 2.3135, -1.7937], [-1.9965, -3.5564, 1.2806], [-3.3372, 2.5718, -2.5190], [-0.0196, 1.2919, -1.1099], [1.2396, -4.5853, -1.9859], [0.9068, -1.6129, -4.2017], [4.3373, -3.2870, 2.0355], [3.1365, 0.7596, -0.4563], [-4.7403, 5.7152, -0.3976], [-2.8072, -3.9436, 1.9008], [1.2926, -2.0671, -0.9120], [0.1752, -2.5726, 1.2502], [2.2733, -1.1725, -3.1590], [2.3717, -2.7618, 3.4880], [-3.4074, 5.5666, -0.0462], [2.8904, 0.7497, 2.2115], [-0.8158, -3.1080, 2.1370], [3.3883, 2.6722, -2.0460], [5.0814, -2.0136, 1.0554], [0.6369, -3.9771, 3.4846], [1.5307, -3.7474, -2.6226], [4.6031, -2.2281, 2.0125], [-6.0168, 6.1123, 0.9425], [4.3798, 0.3462, 3.0890], [0.0066, 2.3780, -1.9933], [-2.4075, 1.1005, -1.2752], [-1.6865, -4.3437, 0.5895], [-1.0065, -3.1103, -3.1500], [-5.1496, 5.5955, -1.7138], [-0.6859, -2.6827, -2.1975], [-0.2225, -4.2917, 2.8904], [-1.1528, 3.9473, -3.4068], [-1.2267, -1.7525, -2.0356], [-1.2598, -2.0251, 3.1098], [2.6548, -1.7063, 3.4966], [1.1963, -1.3454, -3.1840], [-1.4327, 5.1407, -0.7668], [-1.2041, 1.2050, 1.9545], [3.7801, 0.1207, 2.2060], [-2.4765, 5.2641, -1.0244], [1.3551, 3.7160, -3.0251], [1.1024, 0.7536, -0.5653], [-2.3962, 2.2226, -2.1154], [-0.1431, 1.3672, 2.1739], [-0.9660, -4.7189, 3.5646], [-1.0993, -0.4055, 0.0494], [-2.0132, -2.4294, 3.7886], [-6.1900, 5.7326, -1.9734], [3.3093, -1.5400, 4.3542], [0.2243, 2.1623, 1.5092], [2.6145, -3.6288, -2.5614], [0.0991, -5.0749, 2.2003], [4.3821, 0.3450, 1.3235], [1.2680, -4.0024, -3.6500], [-2.8832, 5.1157, -2.3460], [1.8316, -3.2394, 0.5091], [0.6875, -0.4170, -2.9228], [0.6046, 0.1893, 2.0591], [-1.2362, 2.8772, -2.4637], [-4.2098, 5.3164, -2.6955], [-3.1030, 5.6826, 0.9846], [3.3740, -1.3457, 2.2016], [-0.0543, 1.7277, 3.2030], [-1.2234, 0.6231, -0.7403], [-0.9579, -3.3703, -1.3965], [0.8222, -2.4602, -2.2136], [5.3225, -2.0451, 2.8122]], "lowdin_spin": [0.000, 0.001, -0.006, 0.000, 0.000, 0.000, 0.000, 0.000, 0.927, -0.002, 0.000, 0.000, 0.000, 0.000, 0.002, 0.000, 0.000, 0.000, 0.000, 0.000, 0.000, 0.003, 0.000, 0.000, 0.000, 0.000, 0.000, 0.000, 0.000, 0.000, 0.000, 0.000, 0.000, 0.000, 0.000, 0.000, 0.000, 0.000, 0.000, 0.000, 0.000, 0.000, 0.000, 0.000, 0.000, 0.000, 0.000, 0.000, 0.003, 0.000, 0.000, 0.000, -0.010, 0.000, 0.006, 0.000, -0.006, 0.000, 0.000, 0.000, 0.003, 0.000, 0.000, 0.000, 0.000, 0.000, 0.000, 0.000, 0.082, 0.001, 0.000, 0.000, 0.000, -0.002, -0.001, 0.000, 0.001, 0.000]}



# 2
{"formula": "C28H39ClN6O2Ti", "method": "ωB97M-V with the def2-TZVPD basis set", "e_above_lowest_kcal_mol": 0.0, "s2": 0.75, "orbital_gap_ev": [7.91, 8.18], "lumo_energy_ev": [-2.574, -2.504], "charge": 1, "spin_multiplicity": 2, "elements": ["H", "C", "C", "H", "H", "N", "H", "C", "C", "H", "H", "C", "H", "H", "C", "H", "N", "H", "H", "C", "C", "C", "C", "N", "Cl", "H", "C", "H", "C", "H", "H", "H", "H", "N", "C", "H", "O", "H", "H", "C", "C", "N", "C", "H", "H", "C", "C", "H", "H", "Ti", "H", "O", "H", "H", "C", "C", "C", "C", "C", "C", "H", "H", "H", "H", "C", "H", "H", "H", "N", "H", "C", "H", "H", "H", "C", "C", "H"], "coordinates": [[3.0067, 1.1918, 3.4733], [3.0545, 3.2262, -1.3811], [0.4176, -4.4261, -0.3633], [3.8772, 3.2249, 0.5269], [-4.9177, 0.2520, 1.4608], [0.6923, -3.1348, -0.1375], [1.1395, -2.0668, 2.3918], [-0.5946, 1.6065, -0.0905], [2.2489, 0.6519, -0.9882], [2.2979, 3.0378, -3.3805], [-3.1083, -2.5683, -2.2963], [-2.8603, -2.6815, -0.2569], [2.9374, -0.8311, -3.8551], [-2.2795, -3.6747, -0.3994], [1.9613, -3.0092, -0.7186], [2.8190, -0.3591, 1.3091], [-2.2163, -1.9683, 0.9193], [-1.2552, -3.8448, 1.4377], [1.6732, 1.6779, 2.3850], [-4.1082, -0.1715, 0.7812], [1.3724, 0.4706, -3.2805], [2.0688, 1.2195, -2.2029], [-2.8070, -1.8568, -1.5155], [-3.4600, 0.8449, -0.0612], [-1.2233, 6.8588, 2.6016], [0.6515, -0.2024, -2.7901], [3.2519, 0.6435, 1.3250], [-3.3238, 1.6633, 0.5248], [2.4128, -1.6920, -1.0309], [-2.5209, -0.3285, 2.2335], [-0.3231, 6.2747, 0.1500], [-2.7808, -3.3364, 2.3355], [-4.6224, -0.9306, 0.2187], [1.6768, -0.6476, -0.7159], [-1.7940, -2.9668, 1.9132], [2.9186, 0.6573, -4.7089], [-0.6434, 1.4328, -1.2908], [-1.4355, -0.3542, -1.9268], [-0.4602, -3.2249, 3.4803], [1.4630, -5.1202, -0.9475], [-1.3239, 4.1661, 2.5638], [-1.4526, -1.3809, -1.6845], [-0.4909, 4.1287, -0.0838], [3.1586, 2.5158, 2.2736], [-1.0427, -1.8617, -2.4782], [-0.9955, 5.3309, 1.9180], [3.3968, 2.5978, -0.1715], [0.7227, 1.1733, -3.7952], [-0.2975, 4.1346, -1.2011], [-0.2777, -1.2026, 0.0800], [-1.8936, 4.2697, 3.4557], [-0.6104, 0.5759, 0.7441], [-1.4204, -1.6717, 3.5527], [1.3417, -6.1610, -1.2811], [2.3178, -0.0983, -4.2989], [-3.1619, -0.9455, 1.6671], [2.7328, 1.5471, 2.4445], [-0.7431, 2.9281, 0.5976], [2.4474, -4.2127, -1.2129], [2.9932, 1.2944, 0.0335], [-4.1298, 1.2125, -0.7708], [3.3271, -4.3799, -1.7577], [-1.3285, 2.0609, 2.4759], [-3.7956, -1.6204, 2.2858], [-0.5694, 5.3309, 0.6180], [3.3826, -1.4916, -1.5419], [0.3044, -0.6474, 2.6499], [-3.4380, -0.9919, -1.3996], [0.2630, -1.6116, 2.2293], [-0.4771, -4.9428, -0.0836], [2.4547, 2.5390, -2.4170], [3.2938, 4.2478, -1.4996], [-3.9488, -2.9642, -0.1245], [1.7595, -0.5936, -5.1208], [-1.1579, 2.9839, 1.9295], [-0.8957, -2.3655, 2.8997], [4.3485, 0.5679, 1.3749]], "lowdin_spin": [0.000, 0.000, 0.017, 0.000, 0.000, -0.001, 0.002, 0.000, -0.001, 0.000, 0.000, 0.002, 0.000, 0.000, -0.002, 0.000, 0.001, 0.000, 0.000, 0.000, 0.000, -0.001, 0.002, 0.001, 0.000, 0.000, 0.000, 0.000, 0.025, 0.000, 0.000, 0.000, 0.000, -0.008, 0.003, 0.000, 0.002, 0.001, 0.000, 0.001, 0.000, 0.015, 0.000, 0.000, 0.005, 0.000, 0.000, 0.000, 0.000, 0.917, 0.000, -0.008, 0.000, 0.000, 0.000, 0.000, 0.000, 0.000, 0.014, -0.001, 0.000, 0.001, 0.000, 0.000, 0.000, 0.000, 0.001, 0.000, 0.008, 0.001, 0.000, 0.000, 0.000, 0.000, 0.000, 0.002, 0.000]}